(1)
Computed, not measured: a structure of composition C26H55CrN2O26, with ωB97M-V/def2-TZVPD.

Values from the calculation:
E_LUMO (spin up / spin down)   -3.30 / -3.13 eV
Expectation value of S²   6.011
Frontier orbital gap (spin up / spin down)   7.49 / 7.84 eV
ΔE to the lowest compared entry with this formula, charge and spin   5.038 eV
Highest occupied orbital energy (spin up / spin down)   -0.39677 / -0.40300 Eh
M   863.71 g mol⁻¹

Geometry as ORCA input:
```
! RIJCOSX wB97M-V def2-TZVPD def2/J DEFGRID3
* xyz 1 5
Cr -8.40 18.76 22.74
C -5.70 20.37 20.63
C -7.13 20.93 20.38
C -7.50 20.75 18.91
O -7.95 20.34 21.35
H -5.36 20.68 21.62
H -4.95 20.69 19.91
H -5.67 19.29 20.54
H -7.13 22.02 20.46
H -7.28 19.78 18.47
H -7.02 21.45 18.23
H -8.57 20.77 18.66
C -7.49 22.48 24.22
O -8.48 22.15 25.08
C -8.95 20.92 25.20
O -8.60 19.95 24.51
O -9.70 20.86 26.28
C -10.36 19.64 26.66
H -7.75 22.06 23.25
H -6.57 22.08 24.65
H -7.30 23.55 24.19
H -11.15 19.28 26.00
H -10.83 19.80 27.63
H -9.70 18.78 26.75
C -4.43 16.75 22.11
O -4.35 17.26 23.49
C -5.37 17.90 24.12
O -6.45 18.26 23.64
O -4.99 18.23 25.32
C -3.65 18.23 25.85
H -4.66 17.51 21.37
H -4.98 15.83 21.94
H -3.45 16.61 21.65
H -3.67 17.20 26.21
H -3.46 18.95 26.64
H -2.91 18.35 25.06
C -12.47 19.44 16.33
O -11.67 20.59 15.92
C -11.34 21.65 16.71
O -11.79 21.80 17.87
O -10.47 22.51 16.06
C -9.85 23.59 16.75
H -13.37 19.75 16.88
H -11.82 18.94 17.05
H -12.80 18.80 15.51
H -10.64 24.22 17.16
H -9.15 24.22 16.20
H -9.37 23.29 17.68
C -9.10 17.51 18.83
O -8.77 16.32 19.41
C -8.24 16.15 20.61
O -8.06 17.03 21.50
O -8.07 14.88 20.71
C -7.32 14.34 21.77
H -8.93 17.41 17.76
H -8.45 18.37 18.99
H -10.13 17.67 19.12
H -6.92 15.06 22.48
H -6.59 13.62 21.40
H -8.02 13.83 22.43
C -0.83 18.06 22.92
O -1.63 19.06 22.31
C -1.93 20.22 22.86
O -1.67 20.47 24.02
O -2.65 20.95 21.98
C -3.22 22.27 22.31
H -1.35 17.11 22.86
H -0.58 18.28 23.96
H 0.02 18.04 22.23
H -2.49 22.99 22.67
H -3.99 22.24 23.08
H -3.49 22.73 21.36
C -0.03 23.67 15.90
O -1.11 22.76 15.86
C -1.82 22.24 16.86
O -1.50 22.24 18.06
O -2.88 21.75 16.32
C -3.82 21.05 17.19
H -0.09 24.22 16.84
H -0.02 24.31 15.01
H 0.91 23.14 16.01
H -4.52 21.68 17.73
H -3.38 20.27 17.81
H -4.46 20.42 16.57
C -4.04 18.21 14.41
O -5.21 18.91 14.17
C -6.18 19.07 15.06
O -6.30 18.47 16.11
O -6.96 20.02 14.53
C -8.17 20.39 15.09
H -3.29 18.79 14.95
H -3.52 17.91 13.50
H -4.13 17.27 14.95
H -8.43 21.38 14.73
H -8.22 20.25 16.17
H -9.01 19.78 14.77
C -10.09 23.20 21.86
N -10.09 24.70 22.36
O -11.15 25.25 22.38
O -9.04 25.21 22.67
H -10.17 22.59 22.76
H -9.21 23.02 21.25
H -10.99 23.12 21.26
C -5.84 25.99 16.88
N -5.49 24.58 17.26
O -4.30 24.26 17.45
O -6.46 23.88 17.61
H -6.88 26.28 17.05
H -5.72 26.03 15.80
H -5.25 26.76 17.38
*
```

---

(2)
Computed, not measured: an isolated molecule of C4H4O, with ωB97M-V/def2-TZVPD.

Values from the calculation:
E_LUMO   0.33 eV
Frontier orbital gap   10.74 eV
SMILES   C#CC(C)=O
ΔE to the lowest compared entry with this formula, charge and spin   1.424 eV
Highest occupied orbital energy   -0.38281 Eh
M   68.07 g mol⁻¹

Geometry as ORCA input:
```
! RIJCOSX wB97M-V def2-TZVPD def2/J DEFGRID3
* xyz 0 1
C 2.17 0.16 -0.01
C 1.15 -0.47 0.08
C -0.26 -0.82 0.09
C -1.19 0.38 -0.03
O -0.65 -1.96 0.15
H 3.07 0.70 -0.08
H -1.17 0.78 -1.05
H -0.93 1.21 0.64
H -2.18 0.01 0.20
*
```

---

(3)
Computed, not measured: a structure of composition C8H23BeN10O14, with ωB97M-V/def2-TZVPD.

Values from the calculation:
E_LUMO   1.77 eV
Frontier orbital gap   5.49 eV
ΔE to the lowest compared entry with this formula, charge and spin   0.000 eV
Highest occupied orbital energy   -0.13671 Eh
M   492.34 g mol⁻¹

Geometry as ORCA input:
```
! RIJCOSX wB97M-V def2-TZVPD def2/J DEFGRID3
* xyz -1 1
Be 0.09 0.41 -0.43
O -2.48 -3.00 -2.94
C -2.18 -1.64 -2.77
O -2.87 -0.85 -3.39
O -1.22 -1.38 -1.98
H -2.99 -2.99 -3.75
O 1.54 -0.20 -4.15
C 0.43 0.62 -4.01
O 0.31 1.19 -2.87
O -0.33 0.79 -4.96
H 1.95 0.01 -3.29
O -3.40 1.13 0.95
C -3.23 1.33 -0.41
O -2.05 1.47 -0.85
O -4.23 1.34 -1.12
H -4.36 1.06 1.01
C 2.30 -0.02 2.31
O 1.85 0.05 1.18
N 3.35 -0.83 2.67
N 1.80 0.73 3.33
H 3.52 -1.09 3.61
H 3.79 -1.22 1.86
H 2.07 0.71 4.30
H 0.89 1.09 3.08
C -1.30 1.36 2.64
O -0.51 1.48 1.71
N -1.55 0.17 3.26
N -1.77 2.45 3.30
H -2.20 0.17 4.02
H -1.21 -0.68 2.82
H -2.31 2.36 4.14
H -1.51 3.36 2.99
C -0.60 -2.54 0.94
O -0.70 -1.31 1.07
N 0.14 -3.25 1.87
N -1.01 -3.22 -0.12
H 0.34 -4.22 1.71
H 0.76 -2.72 2.45
H -0.83 -4.20 -0.23
H -1.26 -2.72 -1.00
C 0.56 3.64 -0.96
O 1.03 2.60 -0.47
N -0.78 3.79 -1.10
N 1.33 4.76 -1.05
H -1.16 4.71 -1.28
H -1.44 3.23 -0.59
H 2.31 4.54 -1.11
H 0.93 5.67 -1.01
C 2.35 -1.74 -1.53
O 2.18 -0.52 -1.52
N 3.31 -2.44 -0.82
N 1.35 -2.55 -2.00
H 3.11 -3.42 -0.80
H 3.78 -1.94 -0.09
H 0.56 -2.04 -2.41
H 1.53 -3.52 -2.16
*
```

---

(4)
Computed, not measured: a cluster of 2 separate species, C3H11N2O3 in total, with ωB97M-V/def2-TZVPD.

Values from the calculation:
E_LUMO   -3.25 eV
Frontier orbital gap   10.95 eV
ΔE to the lowest compared entry with this formula, charge and spin   2.148 eV
Highest occupied orbital energy   -0.52181 Eh
M   123.13 g mol⁻¹

Geometry as ORCA input:
```
! RIJCOSX wB97M-V def2-TZVPD def2/J DEFGRID3
* xyz 1 1
N 1.85 -0.12 -1.30
C 0.62 -0.33 -0.51
C -0.51 0.58 -1.01
O -0.42 0.70 -2.41
C 0.85 0.10 0.94
N 0.13 -0.12 2.03
O 1.86 0.80 1.08
H 2.56 -0.84 -1.09
H 1.80 -0.17 -2.33
H 2.32 0.77 -0.97
H 0.36 -1.45 -0.61
H -1.58 0.21 -0.81
H -0.25 1.54 -0.54
H -0.96 0.16 -2.95
H 0.53 0.29 2.94
H -0.70 -0.67 2.26
H -2.55 -0.61 2.54
H -3.38 -0.58 1.18
O -2.52 -0.26 1.56
*
```